Run A
The following is a quantum chemistry calculation of a molecular structure, C5H10N2O3S, from the Open Molecules 2025 dataset.

Positions of all 21 atoms, in Å:
C1 1.826 -0.444 0.196
C2 0.366 -0.914 0.202
C3 1.917 0.872 -0.489
C4 -1.911 -0.220 0.967
C5 -2.932 0.216 -0.115
H1 3.738 -1.564 0.475
H2 1.866 -2.347 -0.911
H3 2.209 -0.356 1.259
H4 2.917 1.341 -0.221
H5 1.920 0.465 -1.675
H6 -0.341 2.438 -0.696
H7 -0.232 0.757 1.477
H8 -2.377 -1.270 0.828
H9 -2.173 0.319 1.835
H10 -3.189 1.055 -1.779
N1 2.607 -1.329 -0.560
N2 -0.578 0.004 0.831
O1 -0.035 -1.904 -0.496
O2 -4.087 -0.352 -0.140
O3 -2.522 1.020 -1.088
S1 1.009 2.214 0.101

## Properties
* total charge: 0



Run B
The following is a quantum chemistry calculation of C5H10N2O3S in the gas phase, from the Open Molecules 2025 dataset.

Positions of all 21 atoms, in Å:
N1 2.650 -0.945 0.610
S1 2.010 0.315 0.070
O1 2.815 1.463 -0.137
C1 0.293 0.907 1.016
C2 -0.648 0.203 0.131
C3 -2.001 -0.411 0.566
O2 -2.711 0.559 -0.220
C4 -1.533 1.230 -0.665
C5 -0.038 -0.846 -0.870
O3 0.249 -2.065 -0.320
N2 1.206 -0.096 -1.308
H1 2.987 -0.986 1.546
H2 0.308 1.938 0.868
H3 0.188 0.604 2.011
H4 -2.285 -1.330 0.143
H5 -2.100 -0.256 1.713
H6 -1.606 2.174 -0.212
H7 -1.529 1.186 -1.683
H8 -0.453 -0.869 -1.855
H9 0.574 -2.079 0.571
H10 1.625 -0.699 -1.974

## Properties
* SMILES: N=[S@]1(=O)CC2(COC2)[C@H](O)N1
* total charge: 0



Going by the computed energies, the most stable comes first: run B, run A.



Run A
The following is a quantum chemistry calculation of a molecular structure, C5H5FO2, from the Open Molecules 2025 dataset.

Positions of all 13 atoms, in Å:
C1 0.932 -0.433 -0.205
C2 0.738 -0.364 1.230
C3 -0.328 0.149 0.218
C4 -1.624 -0.233 -0.192
C5 -2.856 -0.157 -0.715
H1 2.928 -0.357 -0.483
H2 0.798 -1.322 -0.902
H3 1.328 0.474 1.828
H4 -0.113 2.147 -0.478
H5 -3.910 -0.009 -1.565
O1 2.054 0.250 -0.727
O2 -0.490 1.562 0.312
F1 0.543 -1.706 1.680

## Properties
* total charge: 0



Run B
The following is a quantum chemistry calculation of a molecular structure, C5H5FO2, from the Open Molecules 2025 dataset.

Positions of all 13 atoms, in Å:
C1 1.610 -0.520 -0.130
C2 0.360 -1.011 -0.239
C3 -0.548 0.140 -0.109
C4 -2.104 0.174 -0.038
C5 0.307 1.250 -0.026
H1 3.447 -0.261 0.637
H2 -0.097 -2.036 -0.497
H3 -2.460 0.596 0.808
H4 -2.523 0.753 -0.871
H5 0.116 2.369 0.471
O1 2.842 -1.209 0.096
O2 1.685 0.844 -0.176
F1 -2.636 -1.090 0.073

## Properties
* total charge: 0



Going by the computed energies, the most stable comes first: run B, run A.



Run A
The following is a quantum chemistry calculation of C10H11NO in the gas phase, from the Open Molecules 2025 dataset.

Positions of all 23 atoms, in Å:
O1 -1.282 -3.211 -0.079
C1 -0.666 -2.172 -0.042
C2 0.823 -1.913 0.105
C3 1.197 -0.405 0.051
C4 2.511 0.068 0.646
C5 2.274 0.160 -0.841
C6 -0.052 0.334 0.076
C7 -0.609 1.579 0.024
C8 -2.001 1.870 0.060
C9 -2.920 0.887 -0.036
C10 -2.658 -0.521 -0.350
N1 -1.309 -0.937 0.081
H1 1.249 -2.154 1.076
H2 1.404 -2.495 -0.714
H3 3.189 -0.639 0.884
H4 2.609 0.892 1.312
H5 2.067 0.999 -1.516
H6 2.996 -0.469 -1.445
H7 0.017 2.411 -0.220
H8 -2.416 2.871 0.216
H9 -4.027 1.185 0.004
H10 -3.258 -1.298 0.143
H11 -2.926 -0.483 -1.432

## Properties
* SMILES: O=C1CC2(CC2)C2=CC=CCN12
* total charge: 0



Run B
The following is a quantum chemistry calculation of C10H11NO in the gas phase, from the Open Molecules 2025 dataset.

Positions of all 23 atoms, in Å:
N1 0.834 -2.129 0.755
C1 1.635 -0.982 0.247
C2 1.399 -0.703 -1.226
C3 1.030 0.793 -1.231
O1 1.803 1.307 -0.202
C4 1.328 0.427 0.790
C5 -0.189 0.637 0.692
C6 -1.233 0.418 1.551
C7 -2.563 0.574 1.005
C8 -2.698 0.989 -0.307
C9 -1.566 1.201 -1.166
C10 -0.346 0.885 -0.661
H1 1.089 -2.990 0.217
H2 0.972 -2.365 1.704
H3 2.662 -1.120 0.366
H4 2.321 -0.769 -1.762
H5 0.555 -1.289 -1.620
H6 1.129 1.226 -2.251
H7 1.752 0.585 1.756
H8 -1.029 0.103 2.575
H9 -3.441 0.414 1.548
H10 -3.689 1.342 -0.578
H11 -1.753 1.445 -2.200

## Properties
* SMILES: N[C@H]1C[C@@H]2O[C@H]1c1ccccc12
* total charge: 0



Going by the computed energies, the most stable comes first: run B, run A.